[1]
# C13H35ClNO10S3

A cluster of 8 separate species, C13H35ClNO10S3 in total at a distorted geometry (ωB97M-V/def2-TZVPD, the Open Molecules 2025 dataset).

For the HOMO-LUMO gap, the calculation gives 7.533 eV. As for the net charge: -1. The calculation puts the calculated total energy at -81029.7735 eV.

XYZ file:
```
63
Properties=species:S:1:pos:R:3:forces:R:3
Cl -27.48616 1.84530 -27.09054 -1.0 1.6 -3.1
O -28.07395 2.72999 -26.14535 -1.5 0.5 0.8
O -28.41760 1.28185 -28.08494 0.7 0.6 1.7
O -26.50630 2.64264 -27.81677 0.5 -0.8 0.0
O -26.88550 0.79766 -26.35754 1.4 -2.0 0.9
C -25.94141 -1.11022 -29.43808 -0.8 -1.2 1.9
O -25.43136 0.13013 -29.66857 0.9 2.0 -1.3
H -26.85370 -0.99135 -28.85353 -0.5 -0.4 -0.2
H -26.16081 -1.70255 -30.32639 0.3 0.2 -0.1
H -25.25806 -1.60248 -28.74611 0.1 -0.9 -0.2
H -25.59420 0.65052 -28.87846 -0.1 0.4 -0.1
C -25.92181 -2.50589 -26.03221 -0.1 0.7 0.8
O -24.95919 -3.52263 -26.26419 -0.3 -0.2 -0.1
H -26.20110 -2.45590 -24.97978 0.1 -0.1 0.3
H -25.49806 -1.52337 -26.24004 0.0 -0.2 -0.3
H -26.87654 -2.61722 -26.54622 0.2 -0.3 -0.5
H -24.94926 -4.08194 -25.48401 0.1 0.0 -0.1
C -23.31335 0.24116 -26.74254 -0.1 0.0 0.4
O -23.09532 -0.65925 -25.66667 0.2 -0.4 -0.3
H -22.68040 -0.13315 -27.54714 0.0 0.4 0.0
H -24.34046 0.30786 -27.10128 -0.2 -0.5 0.1
H -23.08929 1.27069 -26.46331 0.5 0.1 -0.1
H -23.46085 -0.37114 -24.82704 -0.3 0.5 -0.1
N -25.67673 0.97318 -23.49004 -0.9 1.4 -1.0
C -24.40811 1.43931 -23.52875 0.5 -1.7 0.7
C -23.76051 0.74981 -22.51899 1.2 0.7 -0.1
C -24.70694 0.02403 -21.77207 -0.3 -0.8 -0.3
C -25.91601 0.17130 -22.41812 0.3 0.0 -0.5
H -26.22522 1.20311 -24.30637 -1.0 -0.3 0.3
H -24.04842 2.05006 -24.34362 -0.1 0.0 0.1
H -22.68389 0.68983 -22.45821 0.0 0.3 0.5
H -24.53768 -0.72172 -21.00944 0.1 0.3 0.2
H -26.87629 -0.29485 -22.25392 0.1 0.1 0.0
C -28.99275 6.01516 -26.35159 -0.2 -0.3 -0.8
S -28.71361 5.41986 -28.12039 -2.0 -0.2 -1.4
O -29.95397 5.78330 -28.97195 3.1 1.2 2.6
C -27.22865 6.45698 -28.63283 -0.6 0.0 0.0
H -29.86931 5.50993 -25.94600 -0.3 -0.2 -0.7
H -29.21909 7.08139 -26.35538 0.5 0.1 0.2
H -28.22963 5.63170 -25.67432 0.6 0.6 -0.3
H -27.46277 7.51249 -28.49427 0.3 0.0 0.2
H -26.98238 6.30963 -29.68438 -0.9 -0.2 -0.2
H -26.30042 6.10861 -28.17994 -0.3 0.1 0.8
C -34.08312 3.15085 -27.46757 0.0 1.2 -0.9
S -32.30171 3.62269 -27.17964 0.4 -0.5 -4.3
O -31.58331 3.94997 -28.56084 -2.7 -1.3 3.9
C -31.95753 1.87276 -26.82262 1.3 1.3 0.3
H -34.64589 3.18639 -26.53476 0.2 -0.5 0.1
H -34.12310 2.22947 -28.04856 0.0 -0.2 0.5
H -34.56357 3.87511 -28.12539 0.2 0.4 0.1
H -32.05477 1.17964 -27.65823 -0.4 0.4 0.0
H -32.55507 1.66000 -25.93618 0.3 -0.4 0.0
H -30.89195 2.02022 -26.64685 0.2 -0.9 0.6
C -26.68473 3.76778 -31.08614 0.3 1.1 -0.6
S -28.45841 3.28604 -31.27806 -2.2 -0.1 1.2
O -29.53945 4.31534 -30.86065 2.9 -1.6 -1.8
C -28.55064 3.04057 -33.09059 1.1 1.0 -0.7
H -26.03400 2.94876 -31.39249 -0.5 -0.5 0.3
H -26.44230 4.08443 -30.07171 -0.5 -0.7 0.2
H -26.30135 4.59303 -31.68622 -0.6 0.4 -0.5
H -28.69711 2.01201 -33.42030 -0.2 0.0 0.5
H -27.60174 3.38629 -33.50067 0.2 -0.2 -0.1
H -29.26492 3.70491 -33.57697 -0.4 -0.1 0.5
```
Positions in Å, forces in eV/Å.

These are the Löwdin partial charges, in e, on atoms 1 to 2:
1. Cl 0.617
2. O -0.367



[2]
# C13H35F6N5O7S2

A cluster of 7 separate species, C13H35F6N5O7S2 in total at a distorted geometry (ωB97M-V/def2-TZVPD, the Open Molecules 2025 dataset).

The value obtained for the energy relative to the best compared isomer or geometry (same formula, charge and spin) is 7.4 kcal/mol. For the HOMO-LUMO gap, the calculation gives 7.642 eV. The calculation puts the calculated total energy at -73802.2846 eV.

XYZ file:
```
68
Properties=species:S:1:pos:R:3:forces:R:3
N 0.82971 2.41363 -0.04675 1.5 0.9 -0.1
H 1.33145 1.49173 -0.03588 0.7 0.3 0.5
H 1.18449 3.01181 -0.79461 0.0 -0.5 0.1
H 0.84943 2.98561 0.80045 0.4 -0.8 0.4
H -0.17585 2.20932 -0.28317 -1.1 0.1 -1.1
N -0.63282 0.07465 0.90579 1.0 0.5 0.5
H -1.05072 -0.83295 0.70232 -0.1 0.0 0.1
H -0.64150 0.28996 1.94267 -0.4 -0.5 -0.7
H -0.99656 0.83502 0.30924 -1.1 -0.2 0.0
H 0.40240 0.06914 0.68521 0.5 -0.8 0.0
C 0.24571 0.81564 -4.09773 -0.5 0.1 0.6
N 0.80979 -0.52357 -3.66575 0.4 2.0 -2.2
C 0.53837 -1.50467 -4.75677 -1.4 0.1 0.4
C 2.28027 -0.26212 -3.69817 1.0 -1.3 1.8
C 0.25009 -0.95776 -2.33582 1.3 -1.4 -0.5
C -1.21477 -1.37296 -2.31775 0.7 0.7 0.9
O -2.11091 -0.39594 -2.76447 -0.1 0.1 -1.1
H 0.21353 1.43283 -3.20076 -0.1 0.0 0.0
H -0.76201 0.68592 -4.47905 0.0 0.0 0.0
H 0.89377 1.30187 -4.81987 0.0 -0.3 -0.2
H 0.88077 -1.11475 -5.70978 0.3 0.0 0.1
H -0.54929 -1.56419 -4.79753 0.0 -0.3 -0.2
H 0.94539 -2.48305 -4.52074 0.2 0.1 0.0
H 2.82299 -1.19134 -3.50132 -0.3 -0.1 0.0
H 2.55555 0.36300 -2.85015 -0.1 0.4 -0.2
H 2.64058 0.09839 -4.65391 -0.5 0.3 -0.1
H 0.52698 -0.28852 -1.52037 0.1 0.5 -0.5
H 0.90930 -1.82464 -2.19939 -0.6 -0.2 0.6
H -1.36394 -1.55313 -1.25079 -0.2 -0.4 -0.1
H -1.34752 -2.32356 -2.83322 -0.4 0.2 -0.2
H -1.81619 0.50635 -2.52167 -0.1 -0.3 0.9
C -1.99469 2.76143 3.50425 1.2 -0.7 0.5
F -2.64090 2.40516 4.59541 -0.4 -0.1 0.1
F -2.52742 2.17109 2.44053 -0.2 -0.1 -0.3
F -2.07047 4.07197 3.35768 0.1 0.3 -0.1
S -0.18111 2.22741 3.69515 -1.1 -0.4 1.3
O 0.42823 2.87753 2.57474 0.2 -0.6 -0.8
O 0.21426 2.70558 4.99157 -0.4 -0.2 -0.6
N -0.28144 0.52696 3.61203 -0.3 3.2 0.1
S -0.05085 0.03560 5.12255 2.0 -1.3 1.5
O 1.31869 0.28864 5.49953 -0.5 -0.2 0.3
O -1.10560 0.23857 6.07769 0.1 0.0 -0.8
C 0.01456 -1.82188 4.88950 -1.2 0.0 -0.4
F -1.20631 -2.26766 4.46995 0.3 0.1 -0.1
F 0.91213 -2.20462 3.98365 -0.1 0.1 0.2
F 0.25552 -2.43814 6.04221 0.2 0.4 -0.2
C 2.95528 -2.11154 1.37197 -1.6 0.7 0.6
C 2.29235 -1.47305 0.15675 1.1 0.6 -1.7
O 2.14594 -0.09607 0.20015 -1.1 0.4 0.2
H 3.88860 -1.59490 1.58375 0.2 -0.3 -0.2
H 3.03728 -3.19233 1.26516 0.3 0.0 0.0
H 2.31000 -1.88970 2.22845 0.2 -0.2 0.1
H 1.36818 -1.94139 -0.24043 -0.1 -0.5 1.0
H 3.01160 -1.72616 -0.66130 0.0 0.0 -0.3
C -0.89330 3.90404 -2.38406 1.4 -0.5 0.0
C -1.87850 3.04196 -1.59798 -1.0 0.9 0.1
O -1.39154 1.87172 -1.04624 0.3 -0.5 -0.7
H 0.02730 3.98195 -1.78618 -0.2 0.3 -0.3
H -1.18549 4.92612 -2.62272 -0.4 -0.1 0.1
H -0.59024 3.42362 -3.32272 -0.1 0.1 0.0
H -2.71326 2.84971 -2.29773 -0.1 -0.1 0.3
H -2.25601 3.71572 -0.80772 -0.3 -0.2 -0.1
C -1.60743 -4.60741 2.58449 0.1 -0.4 0.3
C -1.59808 -3.58579 1.55361 -0.3 0.0 0.1
N -1.63757 -2.81156 0.70865 0.1 0.1 0.1
H -2.24751 -5.43771 2.28904 0.1 0.0 -0.2
H -1.98078 -4.25025 3.54171 0.0 0.3 -0.2
H -0.58990 -4.96638 2.73662 0.0 0.0 0.0
```
Positions in Å, forces in eV/Å.

These are the Löwdin partial charges, in e, on atoms 1 to 2:
1. N 0.231
2. H 0.066



[3]
# C13H35N2O3

A cluster of 4 separate species, C13H35N2O3 in total (ωB97M-V/def2-TZVPD, the Open Molecules 2025 dataset).

The value obtained for the energy relative to the best compared isomer or geometry (same formula, charge and spin) is 10.0 kcal/mol. For the HOMO-LUMO gap, the calculation gives 9.622 eV. As for the net charge: +1. The calculation puts the calculated total energy at -23164.2884 eV.

XYZ file:
```
53
Properties=species:S:1:pos:R:3:forces:R:3
C -0.98887 3.34906 1.49195 0.0 -0.1 0.0
C -1.46753 3.11601 0.05464 0.0 0.1 0.0
C -0.93117 1.85865 -0.64343 0.1 0.0 0.0
C 0.36893 2.05294 -1.43646 0.0 0.0 0.0
C 1.61077 2.60189 -0.71430 0.0 0.0 0.0
C 2.55294 1.64349 0.03303 0.1 -0.1 -0.1
C 3.29446 0.66390 -0.87417 -0.1 0.0 -0.1
N 2.47110 -0.54276 -1.28866 0.0 -0.1 0.0
C 1.48957 -1.03215 -0.23819 0.0 0.0 0.0
C 1.94086 -0.58474 1.13046 -0.2 0.0 0.1
C 1.94187 0.94207 1.27043 -0.1 0.0 0.0
N 2.67565 1.29928 2.47999 0.1 0.2 -0.1
H -0.05588 3.91181 1.55200 0.0 -0.1 0.0
H -1.72872 3.90917 2.06320 0.0 0.0 0.0
H -0.84171 2.40075 2.01634 -0.1 0.0 0.0
H -1.22980 3.98996 -0.56076 -0.1 0.0 0.0
H -2.55664 3.05508 0.06638 0.0 0.0 0.0
H -1.67731 1.52115 -1.36740 0.0 0.0 0.0
H -0.84665 1.04945 0.09018 0.0 0.0 0.0
H 0.60647 1.11440 -1.95473 0.0 0.0 0.0
H 0.13883 2.75002 -2.24618 0.0 0.0 0.0
H 2.22194 3.13187 -1.45093 0.0 0.0 0.0
H 1.29135 3.36409 -0.00114 0.0 0.0 0.0
H 3.36860 2.27583 0.39840 0.0 0.0 0.0
H 4.16800 0.26148 -0.36533 0.0 0.0 0.0
H 3.62268 1.14213 -1.79663 0.0 0.0 0.0
H 1.96877 -0.34198 -2.15195 0.0 0.0 0.0
H 3.11538 -1.30266 -1.50441 0.0 0.0 0.0
H 0.51386 -0.62221 -0.49292 0.0 0.1 0.0
H 1.41845 -2.11260 -0.32836 0.0 0.0 -0.1
H 1.22978 -1.01219 1.83926 0.1 0.0 0.1
H 2.92567 -0.98383 1.38729 0.0 0.0 0.0
H 0.89486 1.25222 1.33248 0.0 0.1 0.0
H 2.08836 1.27688 3.30558 0.0 -0.1 0.0
H 3.05605 2.23545 2.41791 -0.1 0.0 0.1
C -1.37777 -4.00374 -1.11551 0.0 0.0 0.0
O -0.23027 -3.70038 -0.30666 0.1 0.0 0.1
H -1.83461 -3.06007 -1.39758 0.0 0.0 0.0
H -1.09328 -4.53548 -2.02437 0.0 0.0 0.0
H -2.10764 -4.59664 -0.56299 0.0 0.0 0.0
H 0.17666 -4.53005 -0.03525 -0.1 0.0 0.0
C -1.04860 -2.13312 3.25764 0.0 0.0 0.0
O -1.72329 -3.11746 2.50027 0.0 0.0 -0.1
H -1.50588 -2.11274 4.24419 0.0 0.0 0.0
H 0.01547 -2.36419 3.38138 0.0 0.0 0.0
H -1.14996 -1.13398 2.81498 0.0 0.0 0.0
H -1.31847 -3.17145 1.62569 0.0 0.0 0.0
C -4.33483 -1.27048 -2.41077 0.0 0.0 0.0
O -3.57714 -2.34313 -2.95632 0.0 0.1 -0.1
H -3.87907 -1.01679 -1.45460 0.0 0.0 0.0
H -4.31463 -0.38644 -3.05314 0.0 0.0 0.0
H -5.37321 -1.55429 -2.22791 0.0 0.0 0.0
H -3.97441 -2.60348 -3.79268 0.0 0.0 0.0
```
Positions in Å, forces in eV/Å.

These are the Löwdin partial charges, in e, on atoms 1 to 2:
1. C -0.102
2. C -0.238



[4]
# C13H36N10O21S4

A cluster of 9 separate species, C13H36N10O21S4 in total at a distorted geometry (ωB97M-V/def2-TZVPD, the Open Molecules 2025 dataset).

The value obtained for the energy relative to the best compared isomer or geometry (same formula, charge and spin) is 92.9 kcal/mol. For the HOMO-LUMO gap, the calculation gives 8.629 eV. The calculation puts the calculated total energy at -115300.9736 eV.

XYZ file:
```
84
Properties=species:S:1:pos:R:3:forces:R:3
C -3.85703 1.49048 3.18451 0.1 -0.6 -2.1
O -4.77439 2.12745 3.55627 -3.9 3.2 1.2
N -3.09986 0.83682 3.95562 3.8 -2.4 5.9
N -3.52274 1.27107 1.93780 -0.6 0.6 -4.5
H -2.40405 0.13545 3.74579 -0.1 -0.1 -0.2
H -3.21350 1.08268 4.92862 0.1 -0.4 0.0
H -2.64860 0.87271 1.62589 -0.1 0.2 0.1
H -4.17855 1.61570 1.25133 0.2 -0.2 0.0
C 1.15887 -4.91748 0.71585 -1.0 1.4 0.7
O 0.34923 -4.11429 1.15030 0.3 0.7 0.7
N 0.81683 -5.89066 -0.04707 -3.8 -3.9 -3.9
N 2.45008 -5.01925 0.86397 4.1 1.7 2.1
H 1.44853 -6.51533 -0.52752 -0.3 0.3 0.2
H -0.11656 -5.80984 -0.42438 0.0 -0.4 0.0
H 2.89789 -4.40673 1.53059 0.3 -0.3 -0.3
H 2.97098 -5.65234 0.27409 0.2 0.5 0.6
C -2.50810 -2.44932 3.05760 0.1 0.1 -0.7
O -1.72417 -1.84027 3.80418 -0.7 -0.1 -0.6
N -3.17157 -1.97131 2.00274 -0.1 2.8 -1.0
N -2.80299 -3.73987 3.14782 0.6 -2.3 2.1
H -2.93351 -1.02885 1.72851 -0.2 -0.3 -0.2
H -3.72280 -2.52178 1.35992 0.2 0.0 0.6
H -2.40270 -4.17178 3.96838 -0.2 -0.5 -0.4
H -3.33329 -4.24498 2.45231 0.2 0.1 0.4
C 0.65962 0.16077 -4.55354 1.9 1.7 -2.2
O 1.67884 0.81598 -4.50676 1.2 -0.3 0.4
N 0.29831 -0.66649 -5.51765 -0.2 -2.8 -2.8
N -0.37440 0.35031 -3.80616 -3.7 1.2 4.5
H -0.58344 -1.13986 -5.38153 0.5 -0.2 -0.5
H 0.84183 -0.87729 -6.34242 0.0 0.2 0.5
H -0.28576 1.02000 -3.05532 -0.1 -0.1 -0.2
H -1.30446 0.14082 -4.13961 0.3 0.2 0.2
C -0.21574 -0.15106 0.63100 1.7 -2.2 1.3
O -1.37013 0.05218 0.85747 -3.3 0.4 0.6
N 0.54090 -1.08920 1.18267 -0.6 -2.8 2.8
N 0.45797 0.46761 -0.25046 2.2 3.6 -4.2
H 0.04835 -1.80561 1.69672 0.0 0.1 0.3
H 1.53549 -1.26198 1.15055 -0.7 0.5 -0.6
H 1.43519 0.24521 -0.37570 -0.4 0.4 -0.3
H 0.04688 1.28082 -0.68612 0.5 0.0 0.0
C 3.93220 5.42980 1.86293 -1.3 1.7 -0.5
C 3.71519 5.92445 0.35191 2.0 0.2 2.8
O 2.66278 5.20522 -0.06633 -4.0 -3.0 -1.3
S 2.01325 3.99944 0.92274 0.5 1.5 -0.3
O 2.10603 2.67899 0.34229 0.1 2.0 0.6
O 0.72712 4.43803 1.45200 2.6 -0.6 -0.8
O 3.22372 4.19308 1.94832 0.1 -1.2 0.4
H 3.39599 6.11845 2.51588 -0.1 0.2 0.0
H 4.94360 5.43001 2.26933 0.0 -0.9 -0.5
H 4.58979 5.71809 -0.26499 0.0 0.2 -0.1
H 3.43017 6.97617 0.37955 0.4 0.1 -0.2
C -2.01865 3.48952 0.09528 1.8 1.6 0.6
C -1.57957 4.95961 -0.12269 -2.3 0.6 1.2
O -0.56114 4.96670 -1.07551 1.9 -1.0 -1.4
S -0.77573 3.79862 -2.17686 -3.4 1.0 -1.8
O 0.40634 3.02792 -2.46859 -1.0 0.9 1.0
O -1.56446 4.30425 -3.35007 2.3 -1.4 3.6
O -1.81410 2.95925 -1.18842 0.5 -0.9 -2.5
H -3.01514 3.36222 0.51823 0.0 0.0 -0.7
H -1.29907 2.99578 0.74839 -0.2 0.0 0.3
H -1.31902 5.47718 0.80053 0.7 -0.4 -0.2
H -2.36090 5.59791 -0.53523 -0.5 -0.4 -0.1
C 4.13354 -0.73584 0.97717 -0.2 -0.3 -1.8
C 4.41142 0.03441 -0.33916 1.5 1.9 0.8
O 3.80990 -0.53393 -1.49294 -0.6 -3.0 1.0
S 3.32975 -2.09436 -1.03939 -1.9 -1.4 -0.2
O 4.35126 -3.16282 -1.10147 -1.8 3.2 0.1
O 1.98613 -2.39628 -1.58612 3.7 1.2 1.3
O 3.11570 -1.62505 0.56223 -0.2 -1.7 -1.7
H 3.64307 -0.05874 1.67652 0.6 -0.3 0.4
H 4.97644 -1.36140 1.27091 0.1 0.6 0.6
H 5.48448 0.15430 -0.48841 0.0 -0.3 -0.2
H 4.02726 1.04261 -0.18407 -0.3 0.0 -0.5
C -2.29452 -1.97566 -2.08458 0.5 -1.0 -1.7
C -1.27737 -3.04319 -1.55877 1.2 2.1 -0.9
O -2.01564 -4.18405 -1.32189 -3.4 -1.2 1.4
S -3.60947 -3.81682 -1.06202 -1.4 -1.2 -1.4
O -4.11771 -4.20157 0.27646 1.6 1.4 -3.0
O -4.34680 -4.36304 -2.23289 1.9 1.7 3.0
O -3.36958 -2.14807 -1.22183 -2.0 -2.2 2.5
H -2.76987 -2.22506 -3.03323 0.8 -0.5 -0.8
H -2.03625 -0.92615 -2.22577 0.4 -0.2 1.1
H -0.82086 -2.67509 -0.63996 0.2 -0.1 0.0
H -0.53662 -3.43514 -2.25574 0.3 0.9 -0.2
```
Positions in Å, forces in eV/Å.

These are the Löwdin partial charges, in e, on atoms 1 to 2:
1. C -0.860
2. O 0.061



| no. | HOMO energy (Eh) |
| --- | --- |
| 1 | -0.186 |
| 2 | -0.290 |
| 3 | -0.460 |
| 4 | -0.322 |